Computed, not measured: a cluster of 2 separate species, C3H10OS in total in a non-equilibrium geometry, with ωB97M-V with the def2-TZVPD basis set.

Each line ends with the natural charge from an NBO analysis.
Geometry (Å):
H -0.2451 0.2980 -0.8993  0.24
H 3.3277 -1.1593 1.9122  0.23
H -3.4290 0.1746 -1.9730  0.17
C -3.2750 0.4719 -0.9710  -0.24
H 3.4332 0.1970 0.7777  0.21
H 1.1511 1.2489 -0.1650  0.21
C 0.4997 0.3812 -0.0353  -0.72
H -0.0491 0.6768 0.8363  0.20
H -2.9225 2.3493 -1.0919  0.47
H -4.2498 0.7143 -0.3702  0.16
S 1.4525 -1.2225 0.3241  0.14
H 2.1176 0.2404 2.0429  0.21
H -2.8549 -0.3417 -0.4697  0.18
C 2.7097 -0.3923 1.3871  -0.73
O -2.3908 1.5496 -1.0087  -0.73

Cartesian forces (eV/Å) of the 3 atoms listed first:
1.35 -0.09 1.20
-0.81 0.57 -0.15
-0.98 -0.55 -1.10

The total energy is -16154.677 eV. The LUMO energy comes out at 0.806 eV. Its multiplicity is 1. As for the HOMO energy: -8.3727 eV. The total charge is 0. The calculation puts the strongest force on any atom at 0.054 hartree/bohr. Its structure (SMILES) is CSC.CO. The value obtained for the energy relative to the best compared isomer or geometry (same formula, charge and spin) is 114.7 kJ/mol.